61
Properties=species:S:1:pos:R:3:forces:R:3:nbo_charge:R:1 method="wB97M-V/def2-TZVPD" multiplicity=4 total_charge=+4 e_above_lowest_kcal_mol=9.26 orbital_gap_ev="6.7 / 5.5"
Re 0.6105 0.1280 0.3106 -0.12 0.01 -0.23 2.01
O -0.4240 -1.8531 0.3732 0.60 1.78 0.45 -0.57
O 1.1475 -0.8242 2.2652 -0.40 0.53 -2.20 -0.54
O -1.8931 -0.2879 -1.3260 0.85 -0.29 0.41 -0.60
O 0.4637 0.8560 -1.8369 0.05 -0.43 1.74 -0.68
N 1.4301 2.0859 0.5305 -0.24 -1.08 0.07 -0.52
N -0.9236 1.1789 1.3671 0.36 -0.57 -0.38 -0.57
N 2.2211 -0.7997 -0.7478 -0.59 0.47 0.16 -0.58
C 4.1068 -2.2842 -2.1742 -0.16 0.11 0.10 -0.04
C -1.5051 3.3228 2.3777 0.46 -0.56 -0.36 -0.07
C 2.9704 3.8850 0.1458 -0.17 0.01 0.12 -0.22
C 0.9389 4.3346 1.3480 -0.10 -0.76 -0.17 0.02
C 0.0464 5.1701 2.0773 -0.83 -0.17 0.40 -0.15
C 0.6112 2.9682 1.1626 -0.79 0.85 0.61 0.10
C 1.3814 0.2744 -2.7741 0.90 -0.18 -0.91 -0.13
C 1.7988 -0.1335 3.3368 0.76 0.91 0.94 -0.27
C -2.7109 2.7625 2.8482 0.16 -0.26 -0.21 -0.01
C 3.2614 -1.3947 -2.8219 -0.23 0.28 0.29 -0.20
C -2.9892 1.4392 2.5578 0.11 0.15 -0.04 -0.18
C 2.3296 -0.6692 -2.0873 -0.05 -0.05 -0.57 0.21
C -2.9719 0.5756 -1.6558 -0.85 0.26 -0.49 -0.27
C 4.0104 -2.3963 -0.7890 -0.16 0.27 0.11 -0.20
C -1.0543 -2.4630 -0.7626 -0.84 0.08 -1.41 -0.09
C -2.2789 -1.6437 -1.1685 -0.01 -0.49 0.01 -0.10
C 3.0749 -1.6285 -0.1223 0.76 -0.82 0.51 0.05
C -2.0857 0.6922 1.8063 -0.57 -0.37 0.21 0.08
C -0.6363 2.4725 1.6463 0.30 1.25 0.27 0.21
C 0.2053 -1.8210 2.6871 -1.01 -0.87 -0.09 -0.11
C -0.1078 -2.7065 1.4824 0.68 -0.44 1.06 -0.10
C 2.1498 4.7947 0.7897 0.00 -0.41 -0.05 -0.01
C 2.5945 2.5453 0.0617 0.60 0.11 -0.38 0.10
C -1.1231 4.6746 2.6020 0.78 0.52 -0.30 -0.13
H 0.7599 -3.3302 1.2253 -0.22 0.11 -0.04 0.23
H -3.3335 0.3705 -2.6724 0.14 0.06 0.15 0.23
H -0.3273 -2.4947 -1.5829 -0.02 -0.05 0.18 0.21
H 2.0646 -0.8372 4.1300 -0.05 -0.08 -0.25 0.26
H -0.6978 -1.3345 3.0774 0.20 0.02 -0.06 0.22
H -3.8250 0.4472 -0.9829 0.16 0.02 0.12 0.21
H 0.6413 -2.4223 3.4945 0.04 0.12 -0.23 0.27
H 1.9445 1.0814 -3.2679 -0.18 -0.12 0.20 0.26
H 3.2582 1.8289 -0.4057 -0.02 -0.02 -0.03 0.23
H -1.3648 -3.4827 -0.5269 0.14 0.08 0.12 0.26
H -3.9044 0.9803 2.9039 -0.03 -0.07 -0.04 0.28
H 3.9057 4.2060 -0.2895 0.09 -0.10 0.00 0.29
H -2.3126 -0.3359 1.5575 0.01 -0.01 -0.05 0.23
H -1.7702 5.3125 3.1911 -0.03 0.02 -0.06 0.28
H 2.4248 5.8387 0.8776 0.06 0.03 -0.02 0.28
H 0.3116 6.2108 2.2145 -0.01 0.00 0.06 0.28
H 4.6636 -3.0585 -0.2377 -0.02 0.02 0.08 0.29
H 3.3220 -1.2594 -3.8902 -0.04 0.03 -0.18 0.28
H 3.0018 -1.6785 0.9568 -0.03 -0.04 -0.05 0.23
H 4.8243 -2.8717 -2.7329 0.02 0.00 -0.02 0.29
H 2.7129 0.3048 2.9342 -0.10 -0.01 0.04 0.23
H 1.1563 0.6401 3.7635 -0.07 -0.07 -0.14 0.22
H -3.4066 3.3668 3.4141 -0.06 0.04 0.08 0.28
H -2.6745 -2.0524 -2.1099 0.08 0.03 0.14 0.24
H -2.6068 1.6005 -1.5998 -0.04 0.03 0.02 0.20
H -0.4191 0.8963 -2.2395 -0.27 -0.19 0.27 0.57
H 0.8484 -0.2656 -3.5637 -0.16 0.11 0.18 0.26
H -0.9564 -3.3562 1.7225 0.06 0.14 -0.13 0.26
H -3.0775 -1.7241 -0.4191 0.10 0.02 -0.01 0.20

23
Properties=species:S:1:pos:R:3:forces:R:3:nbo_charge:R:1 method="wB97M-V/def2-TZVPD" multiplicity=3 total_charge=-1 orbital_gap_ev="5.5 / 7.4"
P -2.4108 -2.9085 -0.8691 0.78 -0.42 -2.70 1.93
O -3.7794 -2.5207 -1.8043 0.37 -0.39 0.48 -1.04
O -1.4431 -3.7216 -1.7230 -0.39 0.93 -0.31 -1.18
O -2.7340 -3.5599 0.3987 -1.14 -0.37 2.54 -1.16
N -0.6492 -1.1211 0.3848 0.56 3.77 1.94 -0.80
N 2.9618 0.6173 -1.0332 0.45 -0.31 -1.39 -0.43
C -1.2386 0.9652 1.6244 -1.26 -3.11 0.28 -0.66
C 1.7876 0.1732 -0.7126 -0.98 -3.61 -1.05 0.05
C 1.2973 2.1234 0.4898 1.22 -2.15 -1.23 -0.18
C 0.8510 0.8212 0.1651 1.21 -0.08 -0.58 -0.18
C -0.2780 0.2375 0.7460 -0.19 -2.81 -0.91 0.24
C 3.3265 1.8328 -0.6950 -2.06 -0.57 1.78 -0.02
C 2.5220 2.5947 0.1312 -0.49 -2.07 -1.39 -0.26
H -1.7998 0.2908 2.3906 0.92 0.99 -1.59 0.22
H -3.8643 -3.2811 -2.3918 -0.09 -0.06 -0.30 0.46
H -0.9314 -1.6474 1.1993 -0.26 -0.47 -0.46 0.40
H -0.1100 -1.5806 -0.3128 0.38 -0.47 -0.18 0.41
H -1.9226 1.4242 0.9585 -1.43 0.16 -0.64 0.23
H -0.8843 1.7717 2.1409 1.61 1.88 1.56 0.21
H 1.6402 -0.8669 -1.2879 -0.42 2.14 1.83 0.19
H 0.6163 2.6662 0.9676 -2.30 2.64 2.26 0.19
H 4.1929 2.1655 -1.0974 2.78 1.12 -0.91 0.17
H 2.8499 3.5239 0.3303 0.73 3.27 0.97 0.19

17
Properties=species:S:1:pos:R:3:forces:R:3:nbo_charge:R:1 method="wB97M-V/def2-TZVPD" smiles="CN1N=C[C@H]2[C@H](N)[C@H]21" e_above_lowest_kcal_mol=178.18 orbital_gap_ev=8.7
N 2.1210 -1.3508 -0.7138 -0.53 2.83 3.65 -0.82
N -1.8267 0.4815 -0.7231 0.70 -2.44 0.51 -0.19
N -0.9525 0.6406 0.3633 0.49 6.51 2.51 -0.28
C 0.1318 -0.2070 0.5319 -1.13 -3.80 1.36 -0.07
C -0.4922 -1.2256 -0.4294 2.49 -8.33 -0.52 -0.33
C -1.6254 -0.8106 -1.1055 -3.38 4.12 -0.74 -0.03
C 0.7696 -0.6559 -0.7444 5.90 5.43 -0.84 -0.07
C -0.6338 1.9203 1.3303 0.63 0.19 1.20 -0.46
H 2.6991 -0.5473 -0.1560 -1.29 -2.85 -1.84 0.35
H -1.2793 2.7951 1.4769 -1.40 -1.12 -0.66 0.22
H -0.2337 -2.3695 -0.3242 -0.94 2.08 0.11 0.25
H 0.3182 2.8053 1.1057 -1.65 -3.75 0.32 0.21
H 0.4157 -0.5281 1.6036 -0.39 0.64 -1.82 0.23
H -0.6497 1.3588 2.4826 0.72 1.82 -3.52 0.22
H 2.5346 -1.4060 -1.6169 0.02 0.13 -0.90 0.36
H -2.2996 -1.3290 -1.8861 1.34 1.07 1.64 0.23
H 1.0031 0.4280 -1.1947 -1.57 -2.52 -0.46 0.19

92
Properties=species:S:1:pos:R:3:forces:R:3:mulliken_charge:R:1 method="wB97M-V/def2-TZVPD" e_above_lowest_kcal_mol=0.00 orbital_gap_ev=9.0
S 26.1253 5.0852 -4.6748 -0.10 0.26 0.25 0.57
S 23.4850 0.7101 -3.0788 0.05 -0.13 0.31 0.33
O 19.5973 8.4445 -10.6166 0.02 0.12 0.05 -0.41
O 27.4827 5.6750 -4.5216 0.09 -0.08 -0.15 -0.70
O 17.6196 2.7553 -10.5094 -0.05 0.47 -0.01 -0.40
O 22.4694 7.1975 -6.4112 0.01 -0.10 0.08 -0.60
O 19.7581 4.8620 -4.5115 -0.62 -0.22 0.22 -0.51
O 20.4147 7.0914 -12.1999 0.05 0.05 -0.04 -0.60
O 21.3346 3.7139 0.1500 0.02 -0.14 0.09 -0.25
O 22.5604 3.6880 2.0209 0.14 0.08 -0.06 -0.59
O 21.5691 4.9333 -3.2251 0.14 -0.07 0.26 -0.70
O 22.5418 7.5210 -8.6082 0.04 0.07 -0.36 -0.21
O 19.7921 2.8985 -10.0407 0.28 -0.04 0.00 -0.58
O 23.4637 1.5048 -4.3382 -0.12 0.08 -0.18 -0.55
C 19.9659 3.9567 -0.2148 -0.13 -0.26 -0.72 -0.13
C 19.8084 6.1618 -10.0197 -0.33 0.14 -0.09 0.26
C 18.2824 0.6763 -4.4647 0.05 0.29 -0.37 -0.11
C 18.5127 -0.6463 -4.8229 0.47 0.10 0.08 -0.31
C 19.1747 4.0202 1.0912 0.43 0.53 0.00 -0.47
C 25.8410 4.0001 -3.2736 -0.21 -0.34 -0.30 -0.74
C 16.7503 2.3961 -8.3316 0.42 0.36 0.53 -0.26
C 24.8036 6.9275 -9.1360 -0.79 -0.56 -0.16 -0.75
C 23.0898 7.1498 -7.4354 0.04 0.01 -0.12 0.44
C 25.0109 6.3678 -4.0813 -0.50 0.14 0.13 -0.80
C 21.5291 3.9379 1.4727 -0.16 -0.22 0.10 0.40
C 18.2374 2.0240 -8.3648 -0.41 0.04 -0.76 0.64
C 24.5389 6.7468 -7.6396 -0.14 0.85 -0.07 0.03
C 17.4835 -1.4158 -5.3155 -0.55 -0.15 -0.32 -0.58
C 23.4487 1.8940 -1.7291 0.25 -0.04 -0.13 -0.75
C 19.0168 6.8933 -8.9483 -0.06 0.07 0.72 -0.19
C 16.2157 -0.8664 -5.4784 0.00 -0.14 0.02 -0.38
C 20.2543 4.4985 2.0625 0.03 0.20 -0.12 -0.48
C 16.3746 2.6245 -9.8025 0.37 -0.58 0.31 -0.49
C 20.6171 4.1347 -6.5522 -0.38 -0.50 -0.89 0.91
C 18.6888 2.6095 -9.6904 -0.23 -0.16 0.07 0.61
C 17.0429 1.2510 -4.7093 0.07 -0.17 0.35 -0.34
C 21.0725 4.6510 -4.2769 0.23 0.40 -0.29 0.55
C 19.9965 7.2324 -11.0905 -0.10 -0.24 -0.03 0.28
C 23.3961 7.1582 -9.7172 0.11 -0.13 0.20 -0.44
C 16.0093 0.4767 -5.2172 -0.17 0.28 0.16 -0.53
C 19.3326 4.1987 -5.7221 0.35 0.42 0.15 0.39
C 21.7228 4.0849 -5.5103 -0.34 -0.35 -0.44 0.35
C 21.8208 0.0815 -2.8149 -0.06 0.14 0.15 -0.66
C 19.4042 8.3470 -9.2079 0.15 -0.27 1.21 -0.37
H 20.1354 4.2395 3.1091 0.01 -0.16 -0.01 0.34
H 20.7883 5.8250 -9.6833 0.01 0.09 0.07 -0.04
H 19.6444 3.1364 -0.8615 0.09 -0.10 0.16 0.10
H 18.3619 4.7394 1.0352 -0.21 -0.22 -0.05 0.32
H 22.0030 3.0450 -5.3290 0.21 0.07 0.23 0.24
H 24.0310 5.9962 -3.7666 0.15 -0.27 -0.05 0.09
H 22.8044 2.7339 -1.9934 -0.15 -0.11 0.05 0.13
H 21.6178 -0.6732 -3.5695 -0.06 0.09 -0.11 0.30
H 18.3822 0.9455 -8.4607 0.08 -0.01 0.22 0.30
H 18.8827 3.2443 -5.4407 0.29 -0.15 -0.10 -0.70
H 19.5018 -1.0800 -4.7433 0.00 0.07 0.14 0.32
H 24.9014 3.4793 -3.4684 -0.06 0.14 0.04 -0.03
H 25.4361 7.7822 -9.3479 0.19 -0.06 0.07 0.30
H 25.0918 7.5115 -7.0903 0.22 -0.39 0.26 0.27
H 15.0515 0.9595 -5.3733 -0.09 -0.25 -0.01 0.44
H 19.3080 5.2892 -10.4279 0.04 0.04 -0.21 0.29
H 19.2630 6.6175 -7.9190 0.24 -0.01 -0.12 -0.05
H 18.5434 4.7934 -6.1822 0.09 0.15 0.06 0.41
H 20.3585 5.5874 2.0043 -0.06 -0.02 0.04 0.25
H 16.1455 1.6612 -7.8086 -0.11 -0.04 -0.16 0.17
H 15.4030 -1.5170 -5.7759 -0.04 0.16 -0.21 0.38
H 15.7996 3.5388 -9.9138 -0.05 -0.01 -0.28 0.27
H 24.7098 5.7643 -7.2094 0.19 -0.03 -0.06 0.01
H 24.8178 7.1100 -4.8521 0.27 0.01 -0.03 0.22
H 16.6597 3.3427 -7.7906 -0.14 -0.07 0.02 0.20
H 25.7971 4.5751 -2.3517 0.13 -0.04 0.07 0.40
H 18.8095 3.0286 1.3483 -0.11 0.03 0.12 0.28
H 22.9797 6.2428 -10.1374 0.05 0.03 -0.15 0.32
H 26.6299 3.2496 -3.2651 0.13 0.14 0.06 0.41
H 25.5244 6.8130 -3.2291 0.01 0.08 -0.04 0.51
H 18.6921 9.0534 -8.7835 -0.30 0.13 -0.76 0.42
H 22.6080 4.6354 -5.8095 0.10 0.12 0.28 -0.47
H 20.3373 8.5606 -8.6813 0.15 -0.03 -0.31 0.09
H 25.1900 6.0277 -9.6088 0.40 0.13 0.09 0.31
H 23.1347 1.3882 -0.8188 -0.03 0.12 0.08 0.36
H 23.3844 7.9411 -10.4687 -0.26 0.10 0.07 0.38
H 20.6525 3.2797 -7.2311 -0.03 -0.10 0.21 0.57
H 21.7446 -0.3708 -1.8259 0.13 -0.04 -0.01 0.45
H 16.8594 2.2819 -4.4307 0.03 0.03 -0.12 0.45
H 21.1349 0.9281 -2.8671 -0.07 -0.08 -0.17 0.02
H 20.6514 4.9822 -7.2381 0.23 0.31 0.38 -1.11
H 19.0757 1.3032 -4.0742 0.07 -0.16 0.07 0.30
H 17.6335 -2.4418 -5.6248 0.16 -0.04 0.19 0.41
H 15.8546 1.7732 -10.2376 -0.17 0.08 -0.02 0.30
H 17.9347 6.7494 -9.0102 0.05 -0.01 -0.45 0.31
H 19.9292 4.8369 -0.8595 0.01 0.25 0.37 0.22
H 24.4678 2.2568 -1.6193 0.00 0.01 0.15 0.42
H 18.8471 2.4233 -7.5648 -0.10 -0.19 0.11 -0.74